1.
The following is a quantum chemistry calculation of 2 unconnected molecules or ions with the total composition C7H13NO, from the OMol25 dataset.

Cartesian coordinates (Å):
1 C -0.341 0.332 0.841
2 C 2.578 -0.173 -1.669
3 C -0.459 -0.116 2.291
4 C -1.826 -1.566 0.062
5 C 0.219 1.535 0.654
6 C -1.330 -0.163 -0.144
7 C -1.667 0.528 -1.235
8 O 2.148 0.034 -0.351
9 N 0.681 2.635 0.491
10 H 1.191 -0.335 -0.022
11 H 1.642 2.787 0.210
12 H 1.776 -0.022 -2.406
13 H 3.371 0.549 -1.878
14 H 2.993 -1.184 -1.793
15 H -0.246 -1.181 2.382
16 H 0.263 0.404 2.917
17 H -1.461 0.073 2.681
18 H -0.997 -2.266 0.165
19 H -2.448 -1.884 -0.771
20 H -2.433 -1.638 0.964
21 H -2.308 0.108 -1.993
22 H -1.344 1.544 -1.397

Output
- charge = 0
- HOMO (eV) = -8.1
- SMILES = C=C(C)C(C)=C=N.CO
- LUMO (eV) = 0.818
- frontier orbital gap (eV) = 8.9



2.
The following is a quantum chemistry calculation of a single C7H13NO molecule, from the OMol25 dataset.

Cartesian coordinates (Å):
1 C 1.243 -1.823 -0.305
2 C 0.095 1.878 -0.692
3 C 1.576 0.810 1.020
4 N -0.933 -0.912 -1.020
5 C -1.745 -0.550 -0.039
6 C 0.468 -0.617 -0.772
7 C 0.428 0.590 0.053
8 C -1.103 0.187 1.033
9 O -3.083 -0.539 -0.176
10 H -3.356 -0.960 -1.005
11 H -1.270 -1.356 -1.862
12 H 1.100 -2.657 -0.996
13 H 2.311 -1.604 -0.323
14 H 0.989 -2.180 0.709
15 H 0.962 2.178 -1.286
16 H -0.144 2.684 0.004
17 H -0.743 1.747 -1.376
18 H 2.502 0.971 0.463
19 H 1.392 1.687 1.641
20 H 1.721 -0.043 1.683
21 H -1.740 0.963 1.449
22 H -0.673 -0.454 1.798

Output
- charge = 0
- HOMO (eV) = -5.6
- LUMO (eV) = 0.198
- frontier orbital gap (eV) = 5.8



3.
The following is a quantum chemistry calculation of a single C7H13NO molecule, from the OMol25 dataset.

Cartesian coordinates (Å):
1 C 1.570 -1.225 0.878
2 C -0.607 0.503 1.688
3 C -1.891 0.010 -0.387
4 N 1.384 1.032 -0.893
5 C 0.210 1.356 -0.532
6 C 0.549 -0.891 -0.175
7 C -0.489 0.225 0.186
8 C 0.378 -1.696 -1.242
9 O -0.530 2.390 -0.979
10 H -0.004 2.971 -1.549
11 H 1.908 1.672 -1.483
12 H 1.101 -1.691 1.740
13 H 2.091 -0.313 1.187
14 H 2.301 -1.927 0.469
15 H -1.300 1.323 1.854
16 H -0.982 -0.383 2.189
17 H -1.865 -0.095 -1.469
18 H -2.315 -0.900 0.033
19 H -2.524 0.861 -0.144
20 H 0.345 0.778 2.130
21 H -0.517 -1.729 -1.839
22 H 1.188 -2.273 -1.661

Output
- charge = 0
- HOMO (eV) = -8.1
- SMILES = [H]/N=C(\O)C(C)(C)C(=C)C
- LUMO (eV) = 0.598
- frontier orbital gap (eV) = 8.7



4.
The following is a quantum chemistry calculation of a molecular structure, C7H13NO, from the OMol25 dataset.

Cartesian coordinates (Å):
1 C 0.105 0.811 0.259
2 C -0.623 -0.432 0.683
3 C 1.287 -0.139 0.014
4 C 2.437 0.201 0.932
5 C 1.589 -0.419 -1.441
6 C -2.900 0.197 -0.048
7 C -1.783 -0.868 -0.188
8 N -0.206 2.006 0.287
9 O 0.522 -1.176 0.590
10 H -1.129 -0.478 1.642
11 H 3.085 -0.720 0.919
12 H 2.068 0.303 2.002
13 H 3.087 1.113 0.589
14 H 2.083 -1.418 -1.418
15 H 2.158 0.359 -1.868
16 H 0.598 -0.477 -2.008
17 H -3.488 -0.026 0.810
18 H -3.516 0.145 -0.951
19 H -2.237 1.191 0.078
20 H -1.464 -1.097 -1.154
21 H -2.106 -1.820 0.234
22 H 0.432 2.742 0.036

Output
- charge = 0
- HOMO (spin up / spin down) (eV) = -4.9 / -9.6
- LUMO (spin up / spin down) (eV) = 0.925 / -2.385
- multiplicity = 3
- frontier orbital gap (spin up / spin down) (eV) = 5.8 / 7.2



5.
The following is a quantum chemistry calculation of a single C7H13NO2 molecule, from the OMol25 dataset.

Cartesian coordinates (Å):
1 C 1.019 -0.565 -0.189
2 C 1.375 0.688 -0.665
3 C -1.272 -0.415 0.129
4 C -0.216 -1.191 -0.715
5 C 1.566 -1.079 1.107
6 C -2.676 -0.646 -0.415
7 C -0.874 1.150 -0.012
8 N 2.450 1.406 -0.118
9 O -0.599 1.638 1.244
10 O -1.397 1.858 -0.853
11 H -0.765 2.593 1.234
12 H 1.167 0.911 -1.704
13 H -1.203 -0.710 1.176
14 H 3.353 0.951 -0.082
15 H 2.653 2.315 -0.513
16 H -0.370 -0.950 -1.767
17 H -0.275 -2.263 -0.523
18 H 1.306 -0.411 1.929
19 H 1.172 -2.066 1.336
20 H 2.656 -1.113 1.042
21 H -2.760 -0.247 -1.423
22 H -2.903 -1.711 -0.439
23 H -3.406 -0.144 0.219

Output
- charge = 0
- HOMO (eV) = -8.1
- SMILES = C/C(=C\N)C[C@H](C)C(=O)O
- LUMO (eV) = 0.844
- frontier orbital gap (eV) = 8.9



6.
The following is a quantum chemistry calculation of a single C7H13NO2 molecule, from the OMol25 dataset.

Cartesian coordinates (Å):
1 C 2.149 -0.729 0.828
2 C 1.426 -0.822 -0.459
3 C 0.376 0.300 -0.700
4 C -1.634 1.596 -0.076
5 C -0.824 -0.371 1.237
6 C -1.977 -0.672 -1.066
7 C -1.047 0.179 -0.162
8 N 3.235 -0.140 1.073
9 O 4.017 0.481 0.251
10 O 0.695 1.338 -1.240
11 H 1.576 -1.026 1.668
12 H 2.128 -0.699 -1.270
13 H 0.868 -1.773 -0.409
14 H -2.246 1.857 -0.964
15 H -0.727 2.257 -0.066
16 H -2.077 1.833 0.862
17 H -0.336 0.346 1.843
18 H -1.803 -0.518 1.668
19 H -0.428 -1.486 1.096
20 H -2.333 -0.032 -1.945
21 H -2.919 -0.769 -0.382
22 H -1.728 -1.716 -1.167
23 H 3.608 0.566 -0.618

Output
- charge = 0
- HOMO (eV) = -9.4
- SMILES = CC(C)(C)C(=O)C/C=N\O
- LUMO (eV) = 0.641
- frontier orbital gap (eV) = 10.0



7.
The following is a quantum chemistry calculation of 2 unconnected molecules or ions with the total composition C7H13NO2P, from the OMol25 dataset.

Cartesian coordinates (Å):
1 C -0.961 -2.013 -0.019
2 C -1.467 -0.939 0.959
3 C 0.892 -0.734 0.733
4 C 0.068 -0.251 -1.442
5 C 0.373 -1.439 -0.520
6 C -0.354 0.138 0.886
7 C -0.393 0.795 -0.460
8 N 1.595 4.301 0.085
9 O 2.281 3.101 2.340
10 O 3.750 2.795 0.249
11 P 2.409 2.972 0.866
12 H -0.798 -2.966 0.493
13 H -1.655 -2.192 -0.842
14 H -2.436 -0.529 0.666
15 H -1.561 -1.336 1.973
16 H 1.068 -1.410 1.569
17 H 1.780 -0.130 0.550
18 H 0.976 0.057 -1.978
19 H -0.682 -0.504 -2.206
20 H 1.028 -2.193 -0.963
21 H -0.366 0.823 1.731
22 H -1.227 1.436 -0.715
23 H 1.637 4.176 -0.918
24 H 0.631 4.341 0.389

Output
- charge = -1
- HOMO (spin up / spin down) (eV) = -4.5 / -2.0
- LUMO (spin up / spin down) (eV) = 3.357 / 3.324
- frontier orbital gap (spin up / spin down) (eV) = 7.9 / 5.3



8.
The following is a quantum chemistry calculation of a single C7H13NO3S molecule, from the OMol25 dataset.

Cartesian coordinates (Å):
1 C -3.172 -0.484 1.237
2 C -0.780 1.019 1.560
3 C -0.289 0.749 0.139
4 C 0.311 -0.626 -0.090
5 C 1.548 -0.397 -2.315
6 C 1.996 1.044 -2.079
7 C 1.534 -0.804 0.830
8 H -3.907 -1.167 1.606
9 H -2.677 -0.906 0.321
10 H -3.551 0.463 0.937
11 H 0.115 1.219 2.271
12 H -1.437 1.929 1.549
13 H 0.435 1.550 -0.104
14 H -1.164 0.837 -0.480
15 H -0.416 -1.390 0.207
16 H 0.383 -1.864 -1.799
17 H 1.212 1.713 -2.463
18 H 2.860 1.199 -2.739
19 H 2.276 1.235 -0.980
20 H 0.260 -1.244 2.222
21 N 0.587 -0.904 -1.486
22 O 1.789 -1.029 -3.319
23 O 1.219 -1.252 2.058
24 O 2.683 -0.624 0.490
25 S -1.814 -0.267 2.426

Output
- charge = 0
- HOMO (eV) = -9.6
- SMILES = CSCC[C@@H](NC(C)=O)C(=O)O
- LUMO (eV) = 0.364
- frontier orbital gap (eV) = 10.0



Results for calculated total energy: -404.4136; -404.3939; -404.4617; -404.2769; -479.7201; -479.6360; -821.1515; -953.2058 (in a.u., following the order of the records).
Results for energy above the lowest of the compared OMol25 structures with the same formula, charge and spin: 299.0; 350.6; 172.6; 162.7; 200.8; 421.5; 119.5; 33.1 (in kJ/mol, following the order of the records).